The following is a DFT calculation (ωB97M-V with the def2-TZVPD basis set) of a molecular structure, C6H11N.

Values from the calculation:
**E_HOMO**: -0.29981 Ha
**Total charge**: 0
**Max |F|**: 4.8 eV Å⁻¹
**Frontier orbital gap**: 0.3359 hartree

```
18
Properties=species:S:1:pos:R:3:forces:R:3
C -1.666482 1.201630 0.621377 -0.123 0.920 -0.943
C 0.518927 -1.740567 0.590959 0.533 0.134 0.027
N -0.424140 0.488744 0.746272 3.664 -0.013 -2.134
C -0.234863 -0.618953 -0.081618 -2.792 -3.297 -1.573
C 0.852354 1.080486 -0.053488 -1.619 2.829 3.530
C -0.878310 -0.817328 -1.273140 0.554 -0.235 1.573
C 2.116584 0.751349 -0.277453 -0.200 -1.130 -0.658
H 0.636308 2.138145 -0.007966 0.156 0.455 -0.083
H -1.649630 2.031548 1.328354 -0.316 -0.256 0.240
H -2.503111 0.498985 0.752514 0.366 0.230 0.364
H -1.837643 1.669309 -0.361048 0.132 -0.156 -0.003
H 1.453014 -1.403270 1.057517 -0.243 -0.019 -0.152
H 0.749652 -2.539679 -0.117237 -0.066 0.044 0.119
H -0.090963 -2.129844 1.415778 -0.037 0.031 -0.265
H -1.626088 -0.145901 -1.658102 0.074 0.288 -0.102
H -0.740707 -1.744762 -1.805915 0.108 -0.046 -0.051
H 2.872529 1.518645 -0.313455 -0.222 0.362 -0.555
H 2.452571 -0.238537 -0.563347 0.033 -0.141 0.666
```
Positions in Å, forces in eV/Å.

Löwdin population analysis, charges in e, atoms 1 to 4: -0.1094, -0.0477, -0.0875, -0.5088